DFT (wB97M-V/def2-TZVPD) results for 2 unconnected molecules or ions with the total composition C2H5OS at a distorted geometry.

The geometry in XYZ format:
```
9
Properties=species:S:1:pos:R:3:forces:R:3
O 0.936 0.814 1.440 -3.87 -0.04 -0.29
C -0.298 0.710 1.214 3.56 -0.32 -0.05
C -0.861 -0.052 0.056 0.66 0.65 -0.49
H -1.022 1.158 1.894 -0.20 0.44 0.47
H -0.392 0.377 -0.896 -0.77 -0.51 1.04
H -1.961 -0.095 0.040 0.40 0.06 0.05
H -0.387 -1.040 0.078 -0.38 -0.04 -0.06
S 1.542 -0.921 -1.411 0.60 -0.11 -0.76
H 2.443 -0.953 -2.415 -0.01 -0.14 0.10
```
Positions in Å, forces in eV/Å.

The calculation puts the HOMO energy at -2.498 eV. The calculation puts the lowest unoccupied orbital energy at 4.041 eV. The energy above the lowest of the compared OMol25 structures with the same formula, charge and spin comes out at 80.9 kJ/mol. The frontier orbital gap is 6.5 eV. As for the net charge: -1.


DFT (wB97M-V/def2-TZVPD) results for 3 unconnected molecules or ions with the total composition C3H12NO at a distorted geometry.

The geometry in XYZ format:
```
17
Properties=species:S:1:pos:R:3:forces:R:3
C -1.253 1.944 0.866 -3.48 -3.40 0.40
C -2.110 0.784 1.367 -0.56 4.02 -2.35
N 1.231 -1.887 -0.583 1.88 0.22 -2.00
C 2.502 -1.426 -1.150 -0.47 2.99 2.31
H -0.363 1.898 1.467 2.70 0.37 1.09
H -1.498 2.959 0.976 -0.75 1.71 0.77
H -0.872 1.563 -0.045 1.09 0.19 -1.17
H -1.451 0.384 2.173 0.34 -0.67 0.97
H -2.225 0.047 0.556 -0.07 -0.24 0.91
H -3.003 1.220 1.829 -0.11 -0.83 0.54
H 1.049 -2.864 -0.732 -0.42 -0.77 0.47
H 3.351 -1.814 -0.549 -0.32 -0.36 -0.60
H 2.543 -1.746 -2.221 0.17 0.32 0.60
H 2.527 -0.232 -0.888 0.07 -2.91 -1.43
H 0.482 -1.173 -0.637 0.00 -0.50 0.81
H -0.415 0.273 -1.698 -0.19 0.08 0.26
O -0.495 0.068 -0.730 0.11 -0.23 -1.61
```
Positions in Å, forces in eV/Å.

The calculation puts the HOMO energy (spin up / spin down) at -21.635 / -21.105 eV. The calculation puts the lowest unoccupied orbital energy (spin up / spin down) at -11.569 / -14.801 eV. The energy above the lowest of the compared OMol25 structures with the same formula, charge and spin comes out at 636.1 kJ/mol. Its spin multiplicity is 2. Its expectation value of S² is 1.756. The frontier orbital gap (spin up / spin down) is 10.1 / 6.3 eV. As for the net charge: +2.


DFT (wB97M-V/def2-TZVPD) results for a single C3H3N3O molecule.

The geometry in XYZ format:
```
10
Properties=species:S:1:pos:R:3:forces:R:3
N -0.181 -1.351 0.158 0.27 0.02 0.28
C -0.698 -0.104 -0.073 0.62 0.33 0.24
N 0.941 -1.560 -0.509 -0.34 -0.04 -0.29
N 1.206 -0.491 -1.203 -0.25 -0.29 -0.68
O 0.301 0.872 1.848 -0.84 0.04 0.04
C -0.470 1.009 0.930 -0.03 -0.07 0.54
C 0.189 0.380 -1.023 0.22 -0.02 -0.44
H -0.561 -2.112 0.702 0.15 0.26 0.20
H -0.873 1.992 0.634 -0.17 -0.14 0.11
H 0.146 1.364 -1.465 0.35 -0.08 0.00
```
Positions in Å, forces in eV/Å.

Its SMILES is O=Cc1cnn[nH]1. The calculation puts the HOMO energy at -10.295 eV. The calculation puts the lowest unoccupied orbital energy at 0.063 eV. The energy above the lowest of the compared OMol25 structures with the same formula, charge and spin comes out at 294.4 kJ/mol. The frontier orbital gap is 10.4 eV.


DFT (wB97M-V/def2-TZVPD) results for a molecular structure, C30H34BeBr3Cl2F2KMgN4O9S at a distorted geometry.

The geometry in XYZ format:
```
88
Properties=species:S:1:pos:R:3:forces:R:3
C -2.286 2.601 3.060 -0.31 -0.62 -0.33
C -2.348 1.084 3.007 0.71 0.27 -0.14
F -1.534 0.607 4.040 -0.03 -0.21 0.28
C -1.726 0.527 1.744 -1.02 0.07 0.36
C -0.369 0.665 1.597 -0.62 1.34 0.84
C 0.248 0.201 0.507 0.44 -0.03 -0.76
C -0.425 -0.431 -0.487 -0.14 -1.17 -1.57
C -1.775 -0.616 -0.389 -0.57 0.40 0.72
C -2.454 -0.137 0.748 0.23 0.03 0.09
C -3.934 -0.309 0.961 0.56 -0.26 -0.41
C -4.770 -0.717 -0.253 -0.86 0.76 0.40
C -6.009 0.205 -0.309 0.23 -0.69 -0.37
C -7.324 -0.519 -0.365 -0.14 0.42 0.29
N -7.575 -1.411 0.824 -1.40 0.02 -0.98
C -8.961 -1.292 1.264 -0.83 -0.50 0.44
N -9.368 -0.269 1.828 0.63 0.73 0.28
N -9.946 -2.404 1.094 1.91 0.10 -0.04
C 0.434 -0.902 -1.624 0.25 -0.03 0.56
O 0.104 -0.816 -2.768 -0.44 -0.33 -0.83
C 1.759 -1.413 -1.158 -0.96 -0.21 -0.25
C 2.342 -2.522 -1.715 -0.08 0.40 0.29
C 3.549 -2.939 -1.176 0.41 -0.58 0.05
C 4.162 -2.289 -0.129 0.33 -0.19 0.28
C 3.587 -1.167 0.421 0.08 0.69 0.09
C 2.379 -0.736 -0.094 -0.09 1.08 0.04
C 1.647 0.391 0.435 0.89 -3.04 -1.83
O 2.112 1.497 0.816 3.51 -1.45 0.04
H -1.389 2.938 2.554 0.23 0.30 0.01
H -3.156 3.006 2.554 -0.14 0.26 -0.03
H -2.267 2.890 4.100 -0.12 0.25 0.22
H -3.352 0.724 3.163 -0.21 -0.15 0.24
H 0.314 1.132 2.281 -0.34 0.10 1.49
H -2.329 -1.125 -1.153 0.05 -0.12 -0.35
H -4.314 0.628 1.345 -0.18 0.20 0.06
H -4.052 -1.031 1.764 -0.14 -0.15 0.21
H -4.251 -0.601 -1.193 0.33 -0.21 -0.18
H -5.125 -1.741 -0.153 0.32 -0.37 -0.04
H -5.942 0.849 -1.179 -0.09 0.25 -0.10
H -6.049 0.841 0.556 -0.19 0.51 0.34
H -7.429 -1.083 -1.327 0.19 0.78 0.32
H -8.100 0.238 -0.345 -0.22 0.13 -0.11
H -7.484 -2.352 0.480 0.97 1.09 2.67
H -10.347 -0.353 2.072 -0.15 0.22 -0.09
H -9.752 -2.926 0.251 -0.72 -0.21 0.06
H -9.777 -3.057 1.856 -0.31 -0.10 0.14
H 1.873 -3.050 -2.523 -0.14 -0.04 -0.29
H 4.036 -3.821 -1.554 0.05 -0.21 -0.24
H 5.091 -2.643 0.285 0.28 -0.03 0.17
H 4.021 -0.634 1.250 0.67 -0.10 0.28
N 5.994 -1.510 -4.899 0.06 0.04 0.13
C 4.875 -1.551 -4.180 0.05 -0.01 0.03
C 4.479 -0.536 -3.324 0.02 -0.02 -0.08
C 5.270 0.588 -3.219 -0.03 0.10 0.03
C 6.440 0.645 -3.944 0.18 -0.02 -0.25
C 6.764 -0.429 -4.760 -0.08 -0.06 -0.07
H 4.280 -2.454 -4.290 -0.06 0.03 -0.01
H 3.577 -0.615 -2.741 -0.11 0.00 -0.10
H 4.997 1.398 -2.562 -0.05 0.10 0.03
H 7.104 1.494 -3.864 0.01 0.03 -0.07
H 7.688 -0.437 -5.327 -0.02 0.07 -0.02
O -7.024 4.893 2.101 0.54 1.57 0.33
S -7.530 3.410 2.019 -0.99 -1.23 -0.30
O -7.989 3.053 3.348 0.21 0.34 0.27
O -6.375 2.611 1.587 0.60 0.14 -0.02
O -8.596 3.391 1.025 0.27 0.26 -0.09
C 7.457 -0.992 -1.159 -0.42 0.07 -0.22
O 8.433 -0.679 -0.185 0.23 0.01 -0.20
C 8.598 -1.680 0.673 -0.18 -0.35 0.43
O 8.045 -2.751 0.619 0.59 -0.20 -0.42
O 9.502 -1.316 1.577 0.28 0.02 -0.05
C 9.758 -2.306 2.567 0.01 -0.05 0.23
H 7.341 -0.138 -1.810 0.28 0.14 0.11
H 7.756 -1.860 -1.748 -0.05 -0.05 0.01
H 6.505 -1.177 -0.661 0.06 -0.07 -0.03
H 10.151 -3.215 2.112 -0.09 -0.04 -0.03
H 8.850 -2.523 3.128 -0.07 -0.03 -0.10
H 10.505 -1.890 3.238 0.02 0.13 -0.07
C 2.677 3.616 -1.788 0.03 -0.46 0.13
Br 4.487 4.209 -1.946 0.07 0.19 -0.03
Br 1.474 5.040 -1.301 -0.08 -0.16 0.60
Br 2.066 2.747 -3.375 -0.28 -0.12 0.22
H 2.651 2.877 -0.991 0.19 0.37 -0.37
Mg -7.162 6.074 3.538 -1.09 -2.65 1.50
Be 1.265 2.483 1.222 -2.56 3.39 0.81
Cl 6.369 -0.991 2.197 -0.89 0.44 0.35
F 3.546 2.826 -5.054 0.21 -0.08 -0.15
K -7.947 -3.133 -1.030 -0.44 -2.43 -3.05
Cl -8.023 5.108 6.244 0.76 1.23 -1.80
```
Positions in Å, forces in eV/Å.

The calculation puts the HOMO energy at -6.960 eV. The calculation puts the lowest unoccupied orbital energy at -4.806 eV. The frontier orbital gap is 2.2 eV.


DFT (wB97M-V/def2-TZVPD) results for a molecular structure, C26H27Cl5NOPbS2.

The geometry in XYZ format:
```
63
Properties=species:S:1:pos:R:3:forces:R:3
Pb -0.286 0.665 0.118 0.38 -0.33 -0.43
C 0.727 4.774 2.910 0.06 -0.05 -0.09
C 1.293 4.055 1.710 -0.04 -0.04 0.10
C 0.668 4.115 0.468 -0.01 -0.01 -0.01
C 1.212 3.463 -0.636 0.08 0.24 -0.10
C 2.399 2.751 -0.515 0.03 -0.05 -0.07
C 3.031 2.682 0.722 0.02 -0.02 0.02
C 2.480 3.324 1.820 -0.04 0.00 0.02
H 0.705 4.119 3.784 -0.01 0.04 -0.04
H -0.286 5.130 2.720 0.05 -0.02 0.01
H 1.348 5.637 3.163 -0.04 -0.03 0.00
H -0.245 4.691 0.355 0.03 -0.05 0.01
H 0.739 3.564 -1.608 -0.03 -0.05 0.06
H 2.842 2.275 -1.384 -0.04 0.03 0.07
H 3.963 2.137 0.822 -0.06 0.01 0.02
H 2.984 3.277 2.782 -0.04 -0.01 -0.08
C -3.766 1.267 3.534 -0.12 -0.07 -0.16
C -2.594 0.669 2.795 0.05 0.37 0.09
S -1.301 1.656 2.465 0.01 -0.09 0.33
C -2.644 -0.713 2.417 -0.05 -0.39 -0.10
C -3.674 -1.628 3.033 0.01 0.09 0.03
S -1.684 -1.345 1.222 -0.18 -0.02 0.26
H -3.739 2.351 3.474 0.02 -0.02 0.00
H -3.711 0.990 4.591 -0.01 -0.01 -0.05
H -4.722 0.910 3.143 0.07 0.01 0.04
H -4.038 -1.259 3.991 0.04 -0.02 -0.05
H -3.246 -2.619 3.175 -0.01 0.03 -0.02
H -4.531 -1.742 2.361 0.05 0.08 0.03
Cl -4.361 0.879 -6.459 0.00 -0.02 0.04
C -3.406 0.443 -5.099 -0.02 0.01 -0.05
C -3.513 1.142 -3.903 0.01 -0.02 0.10
Cl -4.630 2.441 -3.776 0.01 0.00 0.02
C -2.724 0.794 -2.810 0.07 0.00 0.01
Cl -2.893 1.683 -1.331 -0.12 0.00 -0.06
C -1.765 -0.241 -2.855 0.18 -0.10 0.05
O -0.970 -0.558 -1.859 -0.24 0.26 -0.06
C -1.713 -0.940 -4.082 0.02 0.08 0.10
Cl -0.587 -2.259 -4.233 -0.02 0.04 -0.04
C -2.503 -0.615 -5.178 0.06 -0.05 0.05
Cl -2.366 -1.505 -6.639 0.01 -0.02 -0.02
C 0.025 -3.427 -0.883 -0.06 -0.01 0.08
N 1.231 -3.245 -1.740 0.09 0.00 0.41
C 2.189 -4.368 -1.560 -0.03 -0.06 -0.09
C 1.857 -1.867 -1.581 0.07 0.15 0.16
C 2.311 -1.548 -0.182 0.19 0.03 0.11
C 3.546 -2.048 0.252 -0.02 -0.02 -0.02
C 4.021 -1.786 1.527 -0.02 -0.01 0.00
C 3.267 -1.000 2.387 -0.03 0.03 0.04
C 2.066 -0.453 1.951 0.03 -0.05 -0.01
C 1.581 -0.713 0.669 -0.28 0.05 -0.12
H -0.423 -4.395 -1.102 0.09 0.01 -0.02
H -0.676 -2.632 -1.117 0.00 0.07 -0.06
H 0.322 -3.378 0.162 0.07 -0.02 -0.04
H 0.888 -3.248 -2.695 -0.07 -0.01 -0.27
H 2.495 -4.407 -0.520 0.01 0.05 0.06
H 3.056 -4.220 -2.198 0.01 0.06 -0.03
H 1.697 -5.300 -1.827 -0.05 0.05 -0.01
H 1.093 -1.168 -1.909 -0.09 -0.06 -0.10
H 2.694 -1.834 -2.278 -0.01 -0.09 -0.03
H 4.157 -2.635 -0.429 -0.05 0.05 0.05
H 4.977 -2.184 1.843 -0.04 0.01 -0.02
H 3.619 -0.796 3.393 -0.01 -0.01 -0.11
H 1.513 0.191 2.627 0.02 -0.03 -0.04
```
Positions in Å, forces in eV/Å.

The calculation puts the HOMO energy (spin up / spin down) at -10.360 / -10.357 eV. The calculation puts the lowest unoccupied orbital energy (spin up / spin down) at -4.916 / -5.276 eV. The energy above the lowest of the compared OMol25 structures with the same formula, charge and spin comes out at 121.2 kJ/mol. The frontier orbital gap (spin up / spin down) is 5.4 / 5.1 eV. As for the net charge: +1.


DFT (wB97M-V/def2-TZVPD) results for a single C9H11NO2 molecule at a distorted geometry.

The geometry in XYZ format:
```
23
Properties=species:S:1:pos:R:3:forces:R:3
C 0.819 0.808 -0.819 0.34 0.07 0.07
C 1.949 1.821 -0.983 -0.42 -0.26 0.09
C 0.577 0.428 0.652 0.32 0.38 0.51
C -0.600 -0.500 0.802 -0.03 -0.15 -0.04
C -0.440 -1.880 0.662 -0.26 -0.18 0.03
C -1.876 -0.006 1.041 -0.52 0.78 0.03
C -1.529 -2.745 0.753 -0.21 0.85 0.16
C -2.982 -0.859 1.136 0.71 0.19 -0.03
C -2.799 -2.233 0.997 -0.91 -0.08 0.04
H 1.622 -0.071 -2.487 -0.35 -0.20 0.67
H 0.300 -0.870 -1.851 0.61 0.25 0.11
H -0.089 1.320 -1.163 -0.01 0.13 -0.11
H 1.480 -0.068 1.033 -0.13 0.10 -0.14
H 0.439 1.352 1.256 -0.06 -0.60 -0.43
H 0.545 -2.283 0.471 0.11 0.00 -0.01
H -2.015 1.098 1.144 0.09 -1.02 -0.05
H -1.409 -3.800 0.650 0.21 -0.54 -0.09
H -3.956 -0.429 1.328 -0.05 -0.14 -0.01
H -3.692 -2.889 1.072 0.85 0.38 -0.07
H 2.591 3.412 -0.293 0.41 0.43 -0.02
N 1.160 -0.360 -1.611 -0.41 -0.18 -0.80
O 2.781 1.790 -1.851 -0.04 0.04 0.07
O 1.887 2.803 -0.065 -0.26 -0.26 -0.01
```
Positions in Å, forces in eV/Å.

Its SMILES is N[C@@H](Cc1ccccc1)C(=O)O. The calculation puts the HOMO energy at -9.227 eV. The calculation puts the lowest unoccupied orbital energy at 0.691 eV. The energy above the lowest of the compared OMol25 structures with the same formula, charge and spin comes out at 0.0 kJ/mol. The frontier orbital gap is 9.9 eV.


| no. | energy (eV) |
| --- | --- |
| 1 | -15037.73458 |
| 2 | -6815.48142 |
| 3 | -9674.40295 |
| 4 | -329651.87081 |
| 5 | -120461.56664 |
| 6 | -15097.18458 |